No. 1
Formula: C4H3NS
Source: the OMol25 dataset
Level of theory: ωB97M-V/def2-TZVPD

XYZ file:
```
9
Properties=species:S:1:pos:R:3:nbo_charge:R:1
C -1.06997 -1.05392 -0.05225 0.066
C -2.20244 -0.51839 0.05547 -0.253
C 0.26470 -0.67073 -0.01654 0.201
C 0.06539 0.87096 0.02874 -0.594
N 1.29130 -1.34615 -0.06630 -0.640
S -1.75901 1.13815 -0.07042 0.354
H 0.44678 1.36739 0.90879 0.245
H 0.71414 1.33944 -0.64878 0.241
H 2.24910 -1.12677 -0.13873 0.379
```

Output
largest force on an atom	0.0547	hartree/bohr
ΔE to the lowest compared entry with this formula, charge and spin	367.2	kJ/mol
energy	-16516.4441	eV
net charge	0

=====

No. 2
Formula: C4H3O3
Source: the OMol25 dataset
Level of theory: ωB97M-V/def2-TZVPD

XYZ file:
```
10
Properties=species:S:1:pos:R:3:nbo_charge:R:1
C -0.23523 0.58905 -0.08881 -0.447
C 1.29110 -0.29585 0.22414 0.839
C 0.51663 1.64081 -0.06316 0.531
C -1.47915 -0.74799 -0.10679 -0.509
O 1.30142 2.52004 -0.23996 -0.621
O 1.32811 -0.68915 1.37154 -0.726
O 1.94376 -0.45898 -0.78229 -0.708
H -1.25660 -1.10764 -1.04586 0.212
H -2.36677 -0.23284 0.05176 0.200
H -1.04327 -1.21745 0.67943 0.228
```

Output
largest force on an atom	0.1323	hartree/bohr
SMILES string	CC(=C=O)C(=O)[O-]
ΔE to the lowest compared entry with this formula, charge and spin	163.6	kJ/mol
energy	-10337.4382	eV
net charge	-1

=====

No. 3
Formula: C4H3O3S
Source: the OMol25 dataset
Level of theory: ωB97M-V/def2-TZVPD

XYZ file:
```
11
Properties=species:S:1:pos:R:3:nbo_charge:R:1
C 1.30304 -0.22195 0.05032 -0.482
C 0.12189 0.49940 0.33219 0.469
C 0.76991 -1.48481 0.19918 0.520
C -0.75784 -0.73726 0.39300 -0.046
O -0.20446 1.68760 0.49682 -0.695
O 0.96715 -2.69135 0.28811 -0.668
O -1.68876 -0.71290 -0.61986 -0.727
S 2.98815 0.28876 -0.29897 -0.085
H -1.28953 -0.90887 1.44080 0.112
H -2.09348 0.14284 -0.63088 0.468
H 3.59983 -0.90245 -0.68358 0.134
```

Output
largest force on an atom	0.0848	hartree/bohr
SMILES string	O=C1C(S)=C([O-])[C@@H]1O
ΔE to the lowest compared entry with this formula, charge and spin	124.0	kJ/mol
energy	-21174.2619	eV
net charge	-1

=====

No. 4
Formula: C4H3O5Sn
Source: the OMol25 dataset
Level of theory: ωB97M-V/def2-TZVPD

XYZ file:
```
13
Properties=species:S:1:pos:R:3:nbo_charge:R:1
O -2.30658 1.68985 2.49692 -0.291
C -2.07306 1.05641 1.57933 0.432
C 0.36435 1.03056 -0.13996 0.400
C 1.51740 0.10756 -0.47180 -0.176
O 1.04370 -0.95290 -1.29244 -0.498
C 0.11903 -1.77682 -0.76724 0.979
O -0.77340 -1.08939 -0.10649 -0.977
O 0.32084 -2.96567 -0.71063 -0.495
O 0.19431 1.51780 0.99747 -0.540
H -0.12266 1.51453 -1.01068 0.147
H 1.95016 -0.28378 0.45760 0.223
H 2.25384 0.65890 -1.07111 0.257
Sn -2.48794 -0.50702 0.03901 1.539
```

Output
largest force on an atom	0.0997	hartree/bohr
energy	-20255.6439	eV
net charge	+1

=====

No. 5
Formula: C4H3OP
Source: the OMol25 dataset
Level of theory: ωB97M-V/def2-TZVPD

XYZ file:
```
9
Properties=species:S:1:pos:R:3:nbo_charge:R:1
C 3.06305 -0.13040 0.23325 -0.380
C 2.10464 0.42980 -0.27586 -0.225
C -2.69399 0.39588 0.19409 0.355
C -1.30098 0.31960 -0.15292 -0.752
O -3.48776 -0.51612 0.00043 -0.470
P -0.11492 1.54734 0.01256 0.835
H 4.11747 -0.31477 0.04196 0.241
H -2.81268 1.26866 0.71471 0.114
H -0.99216 -0.65026 -0.71938 0.281
```

Output
largest force on an atom	0.0940	hartree/bohr
ΔE to the lowest compared entry with this formula, charge and spin	463.2	kJ/mol
energy	-15526.1244	eV
net charge	0

=====

No. 6
Formula: C4H3OP
Source: the OMol25 dataset
Level of theory: ωB97M-V/def2-TZVPD

XYZ file:
```
9
Properties=species:S:1:pos:R:3:nbo_charge:R:1
C 0.90607 0.03917 -0.03799 -0.109
C 0.07100 -1.02614 0.09230 -0.374
C 0.39995 1.33806 0.02714 -0.688
C -1.22038 -0.56193 0.08084 0.232
O -2.39174 -1.21999 -0.13134 -0.487
P -1.27360 1.33984 0.13289 0.689
H 1.99175 -0.24157 -0.35659 0.225
H 0.52944 -2.02396 0.27010 0.247
H 0.98752 2.35651 -0.07735 0.265
```

Output
largest force on an atom	0.1810	hartree/bohr
SMILES string	O=C1C=CC=P1
ΔE to the lowest compared entry with this formula, charge and spin	145.0	kJ/mol
energy	-15529.4227	eV
net charge	0

=====

No. 7
Formula: C4H3OP
Source: the OMol25 dataset
Level of theory: ωB97M-V/def2-TZVPD

XYZ file:
```
9
Properties=species:S:1:pos:R:3:nbo_charge:R:1
C -0.98969 -0.11525 -0.03006 -0.118
C 0.46306 -0.01388 -0.07499 -0.079
C -0.29949 -1.23393 -0.19235 -0.133
C 1.53978 0.71474 -0.03305 -0.419
O 4.85734 0.18496 -0.07926 -0.935
P 3.46076 -0.34702 -0.14325 0.969
H -1.92156 0.38881 0.07285 0.242
H 1.53473 1.78333 0.10604 0.231
H -0.30351 -2.28749 -0.33024 0.242
```

Output
largest force on an atom	0.0329	hartree/bohr
spin multiplicity	3
ΔE to the lowest compared entry with this formula, charge and spin	5.0	kJ/mol
expectation value of S²	2.01
energy	-15526.5153	eV
net charge	0